# 1
Computed, not measured: the molecule C2H6N2, with ωB97M-V with the def2-TZVPD basis set.

XYZ file:
```
10
Properties=species:S:1:pos:R:3:lowdin_charge:R:1
H -1.477 1.491 -0.003 0.0429
N -0.456 1.337 0.004 0.0899
C -0.074 0.127 -0.025 -0.5771
C 1.386 -0.169 -0.005 -0.0479
N -0.869 -1.010 0.008 0.1025
H 1.789 0.340 0.864 0.0803
H 1.593 -1.224 0.127 0.0642
H 1.902 0.211 -0.864 0.0730
H -0.517 -1.936 -0.053 0.0701
H -1.891 -0.914 0.023 0.1023
```

Results
Lowest unoccupied orbital energy: 1.00 eV
SMILES: [H]/N=C(/C)N
Kohn-Sham gap: 10.18 eV
Total charge: 0
2S+1: 1

---

# 2
Computed, not measured: the molecule CH3BrO2S, with ωB97M-V with the def2-TZVPD basis set.

XYZ file:
```
8
Properties=species:S:1:pos:R:3:lowdin_charge:R:1
C 0.458 -0.558 -0.918 -0.1733
O -0.795 -1.040 1.264 -0.4508
O 0.012 1.215 0.747 -0.8293
S -0.892 -0.055 0.280 0.7544
Br -0.735 2.628 2.055 0.5825
H 0.942 -1.441 -0.617 0.0341
H 1.242 0.168 -1.173 0.0656
H -0.231 -0.917 -1.638 0.0168
```

Results
Lowest unoccupied orbital energy: -2.32 eV
Kohn-Sham gap: 7.41 eV
Total charge: 0
2S+1: 1

---

# 3
Computed, not measured: the molecule C8H11Br, with ωB97M-V with the def2-TZVPD basis set.

XYZ file:
```
20
Properties=species:S:1:pos:R:3:lowdin_charge:R:1
C 1.330 1.365 -0.075 -0.3476
C 2.597 1.915 -0.430 -0.0102
C -2.196 -1.973 0.649 0.0049
C -1.814 -1.709 -0.588 -0.1375
C 0.264 2.317 0.081 0.0736
C 1.615 -0.104 0.136 -0.6167
C -0.573 -0.849 -0.773 -0.1879
C 0.487 -1.041 0.348 -0.2686
Br 3.332 -0.842 0.137 0.8284
H 3.538 1.443 -0.711 -0.0078
H 2.801 3.026 -0.374 0.0791
H -3.185 -2.321 0.966 0.0671
H -1.701 -1.697 1.484 0.0068
H -2.252 -2.024 -1.491 0.0827
H -0.682 1.993 0.412 0.0333
H 0.500 3.301 -0.022 0.0134
H 0.006 -1.220 -1.631 0.1150
H -0.926 0.200 -0.937 0.1142
H 0.981 -2.011 0.458 0.0908
H -0.133 -1.025 1.194 0.0669
```

Results
Lowest unoccupied orbital energy (spin up / spin down): -0.53 / -0.47 eV
Kohn-Sham gap (spin up / spin down): 7.16 / 6.76 eV
Total charge: 0
2S+1: 1

---

# 4
Computed, not measured: the ion C10H19N2 with charge +1, with ωB97M-V with the def2-TZVPD basis set.

XYZ file:
```
31
Properties=species:S:1:pos:R:3:lowdin_charge:R:1
C -0.872 -1.592 -0.465 -0.2638
C -1.447 -0.288 -0.882 -0.0537
C 0.288 1.174 0.227 0.0409
C 1.303 0.513 -0.683 -0.3227
C -1.158 0.877 0.120 -0.5426
C 1.464 -0.893 -0.064 -0.1658
C 2.620 1.278 -0.756 -0.0488
C -1.859 2.126 -0.451 -0.0225
C -1.748 0.551 1.499 -0.0272
C 2.547 -1.235 0.894 -0.0176
N 0.390 -1.748 -0.079 0.1514
N -1.691 -2.655 -0.387 0.2075
H -1.084 0.006 -1.866 0.1362
H -2.530 -0.399 -0.958 0.1330
H 0.656 1.495 1.191 0.1282
H 0.927 0.408 -1.701 0.1369
H 3.368 0.700 -1.290 0.0917
H 2.999 1.524 0.230 0.0789
H 2.460 2.209 -1.291 0.0913
H -1.737 2.961 0.233 0.0963
H -2.922 1.938 -0.576 0.0921
H -1.432 2.406 -1.411 0.0941
H -1.613 1.394 2.171 0.0956
H -1.259 -0.315 1.940 0.0855
H -2.813 0.348 1.426 0.0928
H 2.203 -1.885 1.698 0.0898
H 2.976 -0.341 1.334 0.0867
H 3.359 -1.743 0.368 0.1014
H 0.619 -2.667 0.297 0.1760
H -2.647 -2.587 -0.689 0.1285
H -1.368 -3.558 -0.078 0.1297
```

Results
Lowest unoccupied orbital energy (spin up / spin down): -3.75 / -3.15 eV
Kohn-Sham gap (spin up / spin down): 7.58 / 7.81 eV
Total charge: +1
2S+1: 1

---

# 5
Computed, not measured: a structure of composition C33H18Cl2N5O4RuS3Se, with ωB97M-V with the def2-TZVPD basis set.

XYZ file:
```
67
Properties=species:S:1:pos:R:3:lowdin_spin:R:1
Ru -0.747 0.370 0.090 0.7936
Cl 4.282 3.904 -3.623 0.0014
C 3.176 3.267 -2.449 0.0046
C 3.607 3.100 -1.131 -0.0013
C 2.746 2.599 -0.186 0.0046
Cl 3.292 2.396 1.442 0.0011
C 1.417 2.214 -0.499 0.0014
O 0.643 1.772 0.437 0.0343
C 1.027 2.377 -1.851 0.0048
C -0.297 2.032 -2.300 -0.0024
O -1.151 1.392 -1.682 0.0065
C 1.898 2.926 -2.804 -0.0018
H 4.617 3.366 -0.853 -0.0001
H -0.578 2.427 -3.282 -0.0003
H 1.563 3.050 -3.826 -0.0002
Se -3.410 1.537 7.138 -0.0004
N -2.030 0.623 6.474 0.0005
C -2.043 0.793 5.181 -0.0001
C -1.074 0.185 4.285 0.0003
C -0.019 -0.613 4.726 -0.0014
C 0.849 -1.129 3.790 0.0006
C 0.641 -0.878 2.440 -0.0024
N -0.381 -0.141 2.011 -0.0048
C -1.211 0.419 2.917 -0.0016
C -2.240 1.315 2.393 0.0028
N -2.234 1.549 1.059 -0.0039
C -3.187 2.298 0.531 0.0036
C -4.176 2.892 1.304 -0.0006
C -4.177 2.703 2.663 0.0049
C -3.193 1.896 3.234 -0.0008
C -3.102 1.629 4.660 0.0000
N -3.931 2.122 5.537 -0.0008
H 0.098 -0.801 5.784 -0.0001
H 1.692 -1.739 4.084 0.0001
H 1.273 -1.275 1.657 -0.0002
H -3.146 2.416 -0.544 0.0003
H -4.934 3.494 0.822 -0.0001
H -4.927 3.153 3.300 0.0003
O 0.631 -0.923 -0.361 0.0933
C 0.810 -1.749 -1.485 0.0054
C 0.422 -1.063 -2.788 0.0002
C 1.224 -0.254 -3.546 -0.0005
C 0.574 0.248 -4.701 -0.0002
C -0.713 -0.201 -4.802 -0.0004
S -1.132 -1.212 -3.500 0.0000
C 0.041 -3.051 -1.262 0.0045
C -0.542 -3.450 -0.099 -0.0006
C -1.128 -4.741 -0.179 0.0000
C -0.974 -5.306 -1.406 -0.0001
S -0.131 -4.266 -2.471 0.0009
C 2.317 -2.020 -1.526 0.0007
C 3.266 -1.245 -0.925 0.0006
C 4.593 -1.671 -1.209 0.0001
C 4.622 -2.756 -2.026 -0.0001
S 3.045 -3.277 -2.443 0.0000
H 2.260 -0.062 -3.299 0.0000
H 1.046 0.883 -5.439 0.0000
H -1.430 0.002 -5.582 0.0000
H -0.566 -2.827 0.781 -0.0004
H -1.653 -5.217 0.636 0.0000
H -1.327 -6.264 -1.751 0.0001
H 3.008 -0.404 -0.298 0.0005
H 5.480 -1.192 -0.819 0.0000
H 5.482 -3.296 -2.391 0.0000
O -4.298 -2.012 0.239 0.0232
C -3.286 -1.434 0.004 0.0188
N -2.274 -0.881 -0.282 0.0116
```

Results
Lowest unoccupied orbital energy (spin up / spin down): -1.33 / -1.32 eV
Kohn-Sham gap (spin up / spin down): 6.68 / 6.68 eV
Total charge: 0
Expectation value of S²: 0.755
2S+1: 2

---

# 6
Computed, not measured: a structure of composition C21H52AlBIO11S3, with ωB97M-V with the def2-TZVPD basis set.

XYZ file:
```
90
Properties=species:S:1:pos:R:3:lowdin_charge:R:1
C 3.637 4.513 1.368 -0.1624
C 4.576 3.251 1.204 -0.2549
C 4.469 2.658 -0.244 -0.2220
C 4.247 1.106 -0.234 -0.2026
C 4.138 0.569 -1.700 -0.2101
C 2.812 -0.183 -2.035 -0.1961
C 2.468 -1.366 -1.076 -0.1897
C 0.976 -1.327 -0.521 -0.1807
C 1.064 -1.234 1.027 -0.2509
C -0.299 -1.303 1.764 -0.3066
C -1.412 -0.357 1.196 -0.3078
Al -1.073 1.646 1.374 -0.0239
I 1.083 2.258 2.697 0.3517
B -1.143 2.471 -0.555 -0.6081
O -0.185 2.060 -1.568 -0.0190
O -2.143 3.415 -0.950 -0.0862
C -1.981 3.848 -2.313 -0.1150
H 4.257 5.431 1.386 0.0571
H 3.124 4.430 2.340 -0.0043
H 2.892 4.585 0.561 0.0538
H 4.273 2.488 1.939 0.0639
H 5.598 3.627 1.395 0.0887
H 3.635 3.131 -0.793 0.0927
H 5.412 2.874 -0.784 0.1033
H 5.177 0.690 0.194 0.0928
H 3.365 0.871 0.384 0.0858
H 5.041 -0.019 -1.955 0.1015
H 4.185 1.457 -2.368 0.0948
H 2.004 0.566 -2.090 0.0897
H 2.942 -0.593 -3.058 0.0983
H 3.157 -1.404 -0.209 0.0919
H 2.629 -2.308 -1.630 0.0933
H 0.486 -0.461 -0.992 0.0858
H 0.522 -2.289 -0.822 0.1042
H 1.651 -2.121 1.358 0.1063
H 1.679 -0.355 1.278 0.0336
H -0.718 -2.334 1.757 0.0826
H -0.117 -1.071 2.833 0.0830
H -2.332 -0.577 1.788 0.0387
H -1.675 -0.637 0.152 0.0457
H -2.308 2.304 2.185 -0.0920
H 0.625 2.543 -1.395 0.0631
H -1.002 4.345 -2.424 0.0849
H -2.740 4.617 -2.546 0.0733
H -2.116 3.004 -3.009 0.0786
O 5.478 -1.115 2.126 -0.2719
S 6.250 -1.591 3.238 0.5847
O 6.622 -2.976 3.350 -0.2869
O 5.537 -1.129 4.602 -0.2631
C 4.164 -1.506 4.790 -0.2504
C 4.008 -2.981 5.109 -0.0768
C 7.709 -0.610 3.400 -0.1232
H 3.575 -1.225 3.913 0.1163
H 3.793 -0.917 5.629 0.1237
H 4.310 -3.603 4.266 0.0673
H 2.968 -3.215 5.341 0.0819
H 4.634 -3.260 5.958 0.0804
H 7.436 0.441 3.351 0.0738
H 8.367 -0.869 2.573 0.0734
H 8.189 -0.847 4.347 0.0710
O -4.805 4.515 -4.234 -0.2739
S -5.470 3.519 -5.023 0.5936
O -5.471 3.575 -6.460 -0.2878
O -6.989 3.376 -4.505 -0.2637
C -7.806 4.552 -4.483 -0.2646
C -8.240 4.982 -5.872 -0.0802
C -4.905 1.920 -4.534 -0.1180
H -7.287 5.361 -3.962 0.1162
H -8.687 4.302 -3.891 0.1204
H -7.388 5.299 -6.473 0.0676
H -8.940 5.818 -5.815 0.0779
H -8.716 4.154 -6.399 0.0825
H -4.931 1.851 -3.449 0.0810
H -3.884 1.813 -4.894 0.0766
H -5.543 1.166 -4.991 0.0719
O -1.704 -6.333 1.671 -0.2775
S -2.598 -5.699 0.744 0.5864
O -2.651 -4.272 0.609 -0.2695
O -4.089 -6.257 0.992 -0.2689
C -4.642 -6.126 2.308 -0.2670
C -5.037 -4.696 2.629 -0.0743
C -2.357 -6.395 -0.861 -0.1243
H -3.944 -6.519 3.051 0.1142
H -5.529 -6.760 2.332 0.1175
H -4.165 -4.044 2.675 0.0723
H -5.544 -4.645 3.594 0.0795
H -5.698 -4.298 1.858 0.0849
H -2.349 -7.480 -0.779 0.0704
H -1.398 -6.036 -1.228 0.0770
H -3.157 -6.056 -1.515 0.0728
```

Results
Lowest unoccupied orbital energy: 2.08 eV
Kohn-Sham gap: 6.50 eV
Total charge: -1
2S+1: 1

---

# 7
Computed, not measured: the molecule C5H10N2O2, with ωB97M-V with the def2-TZVPD basis set.

XYZ file:
```
19
Properties=species:S:1:pos:R:3:lowdin_charge:R:1
H -0.421 1.012 -2.889 0.0549
N -1.028 0.823 -2.100 0.1276
C -0.405 0.623 -0.998 -0.4341
C 0.993 0.645 -0.643 -0.0058
C 1.386 -0.335 0.235 -0.3564
C 1.020 -1.785 0.200 -0.0063
O 2.472 -0.143 1.029 0.0544
N -1.124 0.079 0.080 -0.2128
C -1.312 0.855 1.290 -0.0345
O -2.356 -0.492 -0.313 -0.0297
H 1.633 1.460 -0.953 0.1112
H 0.737 -2.116 1.206 0.0949
H 0.194 -1.966 -0.481 0.0868
H 1.899 -2.356 -0.096 0.0945
H 2.851 0.737 0.878 0.1169
H -0.343 1.189 1.641 0.0834
H -1.961 1.719 1.111 0.0936
H -1.772 0.212 2.035 0.0897
H -2.463 -0.161 -1.232 0.0717
```

Results
Lowest unoccupied orbital energy: 0.61 eV
SMILES: [H]/N=C(\C=C(/C)O)N(C)O
Kohn-Sham gap: 9.09 eV
Total charge: 0
2S+1: 1

---

# 8
Computed, not measured: a structure of composition C12H33AgFN3O3V, with ωB97M-V with the def2-TZVPD basis set.

XYZ file:
```
54
Properties=species:S:1:pos:R:3:lowdin_spin:R:1
V -0.896 3.344 0.895 2.8649
Ag 2.379 -3.438 -4.053 0.0000
F -0.083 3.179 -0.686 0.0506
C 2.305 0.970 -2.688 -0.0001
C 1.614 -0.290 -3.098 0.0000
C 1.662 -0.163 -4.602 0.0000
O 1.235 -1.262 -5.308 0.0000
C -0.132 -1.167 -5.835 0.0000
N 2.281 -1.584 -2.653 0.0000
H 2.401 0.979 -1.595 -0.0001
H 1.774 1.863 -2.956 -0.0001
H 3.273 1.051 -3.253 0.0000
H 0.568 -0.373 -2.750 0.0000
H 2.727 -0.053 -4.893 0.0000
H 1.153 0.733 -4.824 0.0000
H -0.826 -0.545 -5.311 0.0000
H -0.547 -2.175 -5.791 0.0000
H -0.112 -0.874 -6.883 0.0000
H 3.268 -1.366 -2.589 0.0000
H 1.954 -1.783 -1.710 0.0000
C -1.013 -1.185 -0.361 0.0008
C -0.755 -2.112 0.855 0.0001
C 0.598 -1.743 1.532 0.0001
O 1.580 -1.757 0.564 0.0001
C 2.840 -1.349 1.050 0.0000
N -1.881 -1.805 1.796 0.0001
H -0.879 -0.154 0.016 0.0012
H -2.030 -1.275 -0.723 0.0000
H -0.294 -1.466 -1.209 0.0000
H -0.685 -3.104 0.450 0.0001
H 0.896 -2.398 2.388 0.0000
H 0.571 -0.758 2.060 0.0001
H 3.510 -1.278 0.187 0.0000
H 3.212 -2.071 1.821 0.0000
H 2.803 -0.366 1.568 0.0000
H -1.758 -2.387 2.639 0.0000
H -2.776 -2.013 1.346 0.0000
C -0.962 1.797 5.234 0.0000
C -0.827 1.726 3.725 0.0053
C -2.217 1.416 3.112 0.0033
O -2.421 2.009 1.847 0.0317
C -3.551 1.348 1.088 0.0076
N -0.325 3.001 3.020 0.0175
H -1.627 2.669 5.528 0.0001
H -0.022 1.824 5.777 0.0000
H -1.385 0.903 5.636 0.0001
H -0.072 0.949 3.425 0.0007
H -3.040 1.772 3.739 0.0002
H -2.269 0.279 3.025 0.0003
H -4.153 2.192 0.714 0.0015
H -4.057 0.686 1.755 0.0004
H -3.055 0.844 0.253 0.0011
H 0.651 2.988 3.185 0.0055
H -0.609 3.771 3.541 0.0068
```

Results
Lowest unoccupied orbital energy (spin up / spin down): -6.38 / -6.38 eV
Kohn-Sham gap (spin up / spin down): 8.28 / 8.46 eV
Total charge: +2
Expectation value of S²: 3.756
2S+1: 4